1.
{
  "formula": "CH3Br2O2P",
  "method": "ωB97M-V with the def2-TZVPD basis set",
  "symbols": ["C", "O", "O", "P", "Br", "Br", "H", "H", "H"],
  "coordinates": [[-1.8043, 0.0829, 0.3213], [1.5146, 0.0661, -1.8449], [-0.8116, 0.4844, 1.1103], [1.7157, -0.0035, -0.4128], [2.5976, -1.9590, 0.2112], [3.1345, 1.5525, 0.3401], [-2.5942, -0.4101, 0.9272], [-1.4965, -0.7143, -0.3876], [-2.2559, 0.9008, -0.2647]],
  "forces_ev_per_angstrom": [[-1.1, -0.2, -1.0], [-0.5, 0.0, -0.7], [2.9, -0.1, -0.1], [-0.2, 0.3, 1.8], [-0.5, 0.6, 0.0], [-0.6, -0.5, -0.1], [0.1, 0.0, 0.0], [-0.1, 0.0, 0.1], [0.0, -0.2, 0.0]],
  "lowdin_charge": [-0.31, -0.46, -0.16, 0.04, 0.32, 0.32, 0.10, 0.09, 0.08],
  "spin_multiplicity": 1,
  "e_lumo_ev": [-3.8449, -3.8459],
  "homo_lumo_gap_ev": [5.424, 5.417]
}

2.
{
  "formula": "C4H7N3O",
  "method": "ωB97M-V with the def2-TZVPD basis set",
  "symbols": ["H", "N", "C", "O", "N", "C", "N", "C", "C", "H", "H", "H", "H", "H", "H"],
  "coordinates": [[0.0530, -2.2045, 0.1545], [-0.6549, -1.4259, 0.0395], [-0.0224, -0.3415, -0.0440], [-0.7029, 0.8924, -0.1257], [-2.1338, 0.7130, -0.3712], [-2.5397, 1.8705, -0.8057], [1.3444, -0.0228, 0.1209], [2.0440, -0.6546, 1.2787], [2.3771, -0.9357, -0.1754], [-3.6394, 1.8896, -1.0014], [-1.8082, 2.7073, -0.7689], [1.5411, -1.4747, 1.7625], [2.7757, -0.0672, 1.8087], [2.3525, -2.0374, -0.4320], [3.3050, -0.4360, -0.5626]],
  "forces_ev_per_angstrom": [[-1.0, 0.9, -0.2], [1.5, -1.1, -0.3], [-1.4, 1.2, 0.9], [-0.1, -1.7, -0.3], [0.7, 2.3, -1.0], [0.1, -2.0, 1.5], [-0.6, 0.2, 0.6], [0.5, 0.1, -1.9], [2.5, -1.3, 0.4], [1.2, 0.4, 0.0], [-0.9, -0.3, -0.5], [-0.2, 0.1, 0.3], [-0.4, 0.3, 0.3], [-0.8, 1.4, -0.2], [-1.1, -0.6, 0.2]],
  "lowdin_charge": [0.07, 0.16, -0.46, -0.10, 0.02, -0.01, -0.04, -0.08, -0.18, 0.09, 0.09, 0.10, 0.10, 0.12, 0.12],
  "spin_multiplicity": 1,
  "e_lumo_ev": 1.0192,
  "homo_lumo_gap_ev": 10.765
}

3.
{
  "formula": "C4H14N2O",
  "method": "ωB97M-V with the def2-TZVPD basis set",
  "symbols": ["N", "C", "C", "C", "N", "C", "H", "H", "H", "H", "H", "H", "H", "H", "H", "H", "H", "H", "H", "H", "O"],
  "coordinates": [[-1.2538, 0.5181, -0.7790], [-0.0309, -0.5349, -0.9712], [-0.3356, -1.6927, -1.9448], [0.6127, -0.9290, 0.3523], [0.8380, 0.1099, 1.3697], [2.0518, 1.0049, 1.0698], [-1.8873, -0.0078, -0.1509], [-0.9339, 1.2738, -0.1455], [0.7450, 0.0036, -1.5147], [-0.8161, -1.1711, -2.8703], [-0.8962, -2.5173, -1.5989], [0.6109, -2.1658, -2.2603], [1.5662, -1.4536, 0.2579], [0.2619, -1.8108, 0.9284], [-0.0580, 0.6474, 1.2474], [2.9390, 0.4371, 1.2127], [1.8592, 1.4549, 0.0108], [2.0766, 1.8136, 1.7891], [-2.6248, 1.8104, 0.6024], [-2.0493, 1.2525, 1.8277], [-2.6753, 1.9568, 1.5676]],
  "forces_ev_per_angstrom": [[1.7, -2.4, -0.2], [-1.0, 1.2, 0.3], [0.2, 2.2, -1.6], [1.2, -1.6, 1.7], [0.1, 1.0, -0.8], [-3.5, 0.1, -1.6], [-0.1, 0.1, -0.4], [0.3, -0.2, -0.6], [-0.2, 0.5, 0.0], [0.7, -1.3, 1.5], [-1.2, -0.5, 0.6], [0.0, 0.4, 0.0], [0.8, 0.6, -1.1], [-1.6, 0.6, -0.6], [1.4, 0.1, 1.0], [0.7, -0.6, -0.4], [1.1, -0.6, 1.6], [-0.2, 0.3, 0.1], [-0.5, 0.5, 0.3], [-0.1, 0.1, 0.6], [0.1, -0.2, -0.5]],
  "mulliken_spin": [0.70, 0.43, 0.21, 0.25, -0.04, 0.45, -0.67, -0.15, 0.16, 0.00, -0.19, -0.03, 0.10, -0.26, 0.03, -0.03, -0.09, -0.17, -0.29, -0.15, 0.75],
  "spin_multiplicity": 2,
  "e_lumo_ev": [4.1033, 3.8296],
  "total_charge": -1,
  "homo_lumo_gap_ev": [3.052, 9.124]
}

4.
{
  "formula": "C12H32O6",
  "method": "ωB97M-V with the def2-TZVPD basis set",
  "symbols": ["C", "C", "C", "O", "C", "H", "H", "H", "H", "H", "H", "H", "H", "C", "C", "C", "O", "C", "H", "H", "H", "H", "H", "H", "H", "H", "C", "O", "H", "H", "H", "H", "C", "O", "H", "H", "H", "H", "C", "O", "H", "H", "H", "H", "C", "O", "H", "H", "H", "H"],
  "coordinates": [[-3.5233, 0.2534, -1.1601], [-3.5372, 1.3625, -0.1226], [-4.4715, 2.3546, -0.7012], [-5.2503, 1.6999, -1.6474], [-4.4859, 0.6552, -2.2070], [-3.8675, -0.6914, -0.7396], [-2.5105, 0.0517, -1.5090], [-2.4974, 1.6327, 0.0614], [-3.9196, 1.0039, 0.8330], [-3.9630, 3.1531, -1.2415], [-5.1557, 2.7992, 0.0215], [-4.0338, 1.0196, -3.1295], [-5.1855, -0.1362, -2.4761], [-0.6412, -2.7107, 1.1634], [-0.0114, -3.4107, 2.4014], [0.4423, -2.2517, 3.3543], [-0.2002, -1.0738, 2.7087], [-1.2540, -1.4924, 1.8016], [-1.4524, -3.2623, 0.6881], [0.1274, -2.5118, 0.4165], [0.8253, -4.0664, 2.1604], [-0.8661, -3.8841, 2.8847], [1.5212, -2.1204, 3.4368], [-0.0197, -2.3791, 4.3333], [-1.5568, -0.6714, 1.1517], [-2.1717, -1.6156, 2.3767], [4.2124, 1.4450, -0.0510], [3.8149, 1.1598, 1.3090], [4.3370, 2.5026, -0.2836], [5.1074, 0.8765, -0.3034], [3.4205, 1.1800, -0.7516], [2.9572, 0.7331, 1.2463], [1.8922, 2.6869, -3.5430], [1.6558, 3.7491, -2.6356], [1.0867, 2.6232, -4.2745], [2.7790, 2.8257, -4.1614], [2.0087, 1.7098, -3.0742], [1.9443, 4.5385, -3.0995], [0.4654, 0.7243, -0.0193], [1.1987, 0.5250, 1.1873], [0.0520, -0.2227, -0.3662], [-0.3968, 1.3292, 0.2615], [0.9757, 1.2690, -0.8136], [0.7146, -0.0033, 1.8262], [3.4071, -2.2784, 0.7662], [2.9678, -2.5696, -0.5895], [4.0351, -1.4067, 0.9502], [2.5285, -2.1599, 1.4003], [3.9851, -3.1287, 1.1282], [2.5095, -1.8161, -0.9687]],
  "forces_ev_per_angstrom": [[0.9, -1.7, 0.7], [0.8, -1.1, 1.0], [-0.2, 1.9, -0.3], [-1.2, -0.7, -0.2], [-1.0, 0.4, -1.3], [0.1, 0.0, 0.2], [0.0, 0.1, -0.3], [-0.3, 0.8, 0.0], [0.0, -0.1, 0.0], [0.4, 0.4, 0.3], [0.1, 0.1, 0.1], [0.3, 0.0, -0.2], [0.1, 0.0, -0.1], [-0.4, -0.5, 0.4], [-0.3, 0.7, 0.1], [-1.9, 0.1, -1.7], [0.3, 0.1, 0.8], [0.9, 0.6, 0.8], [0.3, -0.5, 0.0], [-0.1, 0.4, 0.0], [-0.4, -0.3, 0.0], [0.5, -0.7, 0.1], [-0.2, 0.3, -0.2], [0.2, 0.1, 0.1], [0.7, 0.2, -0.2], [0.0, -0.9, 0.2], [-0.6, -0.4, 0.4], [1.1, 0.6, -1.1], [0.4, 0.2, 0.6], [0.1, 0.1, 0.0], [-0.1, -0.5, -0.1], [-0.6, 0.1, 0.2], [-0.1, -0.1, -1.0], [0.3, -0.4, 0.0], [-0.3, -0.2, 0.1], [0.4, 0.2, 0.2], [-0.2, 0.3, 0.5], [-0.1, 0.2, 0.2], [-1.1, -0.1, 1.3], [1.4, 0.8, -1.5], [0.2, -0.1, -0.5], [-0.2, 0.3, -0.3], [0.5, -0.2, 0.4], [-0.6, -0.5, 0.3], [-0.6, -0.3, -0.2], [0.7, 0.1, 0.8], [0.0, 0.3, -0.7], [0.0, 0.0, 0.1], [-0.2, -0.2, -0.3], [0.1, 0.2, 0.2]],
  "lowdin_charge": [-0.18, -0.17, -0.23, -0.12, -0.22, 0.11, 0.11, 0.09, 0.11, 0.12, 0.13, 0.12, 0.12, -0.15, -0.14, -0.11, -0.20, -0.19, 0.11, 0.10, 0.11, 0.11, 0.11, 0.11, 0.10, 0.13, -0.14, -0.14, 0.07, 0.07, 0.05, 0.00, -0.18, -0.11, 0.07, 0.08, 0.06, 0.07, -0.11, -0.13, 0.07, 0.07, 0.07, 0.03, -0.12, -0.12, 0.07, 0.05, 0.08, 0.06],
  "spin_multiplicity": 1,
  "e_lumo_ev": 0.5081,
  "homo_lumo_gap_ev": 10.109
}